(1)
55
Properties=species:S:1:pos:R:3 method="wB97M-V/def2-TZVPD" total_energy_ev=-83282.34063 total_charge=-1 multiplicity=6 orbital_gap_ha="0.095 / 0.267" relative_energy_kj_mol=2.1 homo_energy_ha="0.00398 / -0.16934"
Fe 0.647 -0.003 1.342
Cl -0.333 0.028 3.299
N 0.246 1.985 0.934
N 0.183 -1.989 0.958
C -0.286 2.681 -0.054
C -0.338 -2.687 -0.037
C 1.143 2.905 1.700
C 1.431 3.969 0.662
C 2.380 2.181 2.183
C 0.359 3.441 2.891
H 2.941 1.779 1.334
H 2.111 1.365 2.872
H 3.009 2.887 2.733
H -0.505 4.020 2.550
H 1.003 4.088 3.501
H 0.015 2.603 3.509
C 1.042 -2.918 1.757
C 1.328 -4.004 0.742
C 0.222 -3.415 2.939
C 2.286 -2.215 2.253
H 2.874 -1.841 1.410
H 2.886 -2.927 2.828
H 2.022 -1.383 2.924
H -0.651 -3.975 2.591
H -0.109 -2.560 3.541
H 0.836 -4.071 3.570
O 0.290 -3.828 -0.299
H 1.227 -5.027 1.135
H 2.302 -3.893 0.252
O 0.358 3.805 -0.350
H 2.389 3.821 0.147
H 1.371 5.000 1.040
C -1.565 2.453 -0.799
C -1.592 -2.449 -0.822
C -1.654 -1.210 -1.703
H -2.406 -2.383 -0.072
H -1.752 -3.348 -1.425
C -1.998 0.006 -1.082
C -1.648 1.222 -1.689
H -2.441 -0.006 -0.083
C -1.483 1.244 -3.083
C -1.453 0.015 -3.766
C -1.463 2.535 -3.858
C -1.490 -1.214 -3.096
H -1.354 0.021 -4.849
C -1.476 -2.500 -3.884
H -1.452 -2.294 -4.963
H -2.391 -3.078 -3.673
H -0.610 -3.138 -3.655
H -2.378 3.112 -3.646
H -1.435 2.344 -4.940
H -0.598 3.171 -3.620
H -1.744 3.359 -1.386
H -2.354 2.375 -0.027
I 2.059 -0.059 -0.733



(2)
19
Properties=species:S:1:pos:R:3 method="wB97M-V/def2-TZVPD" total_energy_ev=-8459.83251 orbital_gap_ha=0.330 relative_energy_kj_mol=436.3 homo_energy_ha=-0.29510
C -2.294 -0.232 0.796
C -1.434 0.904 0.241
C -0.413 0.430 -0.772
C 0.848 1.249 -0.995
C 0.915 -0.094 -0.359
C 1.433 -0.512 0.894
O 2.274 -1.959 0.183
H -2.856 -0.727 -0.004
H -3.015 0.135 1.535
H -1.674 -0.996 1.280
H -0.908 1.406 1.066
H -2.085 1.661 -0.220
H -0.857 -0.014 -1.666
H 1.215 1.378 -2.012
H 0.956 2.141 -0.375
H 1.700 -1.353 -0.636
H 2.286 -0.006 1.349
H 0.815 -1.063 1.601
H 3.222 -1.762 0.087



(3)
9
Properties=species:S:1:pos:R:3 method="wB97M-V/def2-TZVPD" total_energy_ev=-75717.02060 orbital_gap_ha=0.406 relative_energy_kj_mol=227.9 homo_energy_ha=-0.38437 smiles=COC#N.Br
C -0.596 -0.204 -1.930
O -0.361 -0.800 -0.658
C -0.238 -0.009 0.279
N -0.058 0.713 1.135
H -0.842 0.805 -1.967
H -1.411 -0.793 -2.163
H 0.219 -0.422 -2.528
Br 2.330 0.254 4.148
H 0.959 0.456 3.683



(4)
12
Properties=species:S:1:pos:R:3 method="wB97M-V/def2-TZVPD" total_energy_ev=-8798.15991 orbital_gap_ha=0.354 relative_energy_kj_mol=507.4 homo_energy_ha=-0.34621
N -0.432 1.512 2.725
C -0.141 1.292 1.628
C 0.201 1.049 0.216
O 1.428 0.352 0.051
C 0.786 -0.753 -0.608
C 0.182 -1.760 0.186
C -0.641 -0.038 -0.473
H 0.206 2.007 -0.317
H 1.178 -0.894 -1.620
H -0.310 -2.434 -0.542
H -1.366 -0.526 0.191
H -1.091 0.194 -1.438